No. 1
The molecule C4H9NO, computed with wB97M-V/def2-TZVPD.

Properties
Lowest unoccupied orbital energy (alpha / beta) in Ha: 0.0175 / 0.0176
HOMO-LUMO gap (alpha / beta) in eV: 7.125 / 7.127

Each line ends with the natural charge from an NBO analysis.
Positions of all 15 atoms, in Å:
C (-1.63882, 0.49531, 0.53430)  -0.6314
C (-0.72982, -0.20381, -0.45995)  -0.5688
C (0.25138, -1.14822, 0.23771)  -0.2672
N (1.35572, -0.24261, 0.53093)  -0.5657
C (1.46143, 0.78046, -0.32365)  0.5057
O (1.53918, 0.76358, -1.65376)  -0.6815
H (-2.27307, 1.24102, 0.04006)  0.2105
H (-2.31332, -0.19291, 1.07812)  0.1733
H (-1.06357, 1.03204, 1.30444)  0.1796
H (0.72961, 0.26382, -1.89641)  0.5232
H (-1.33865, -0.73313, -1.21061)  0.1785
H (0.58310, -1.95812, -0.42350)  0.1975
H (-0.07246, -1.61501, 1.18837)  0.1686
H (1.72883, -0.12676, 1.46337)  0.4032
H (2.00174, 1.64097, 0.07666)  0.1746

Atoms 1-6, force components in eV/Å:
C 0.0 0.1 0.1
C -0.2 -0.2 0.1
C 0.0 -0.1 -0.1
N 0.0 0.3 -0.2
C 0.3 -0.1 0.3
O -0.2 -0.1 0.0



No. 2
A structure of composition C4H9NO, computed with wB97M-V/def2-TZVPD.

Properties
Lowest unoccupied orbital energy (alpha / beta) in Ha: -0.0288 / -0.0252
HOMO-LUMO gap (alpha / beta) in eV: 7.983 / 8.055

Each line ends with the natural charge from an NBO analysis.
Positions of all 15 atoms, in Å:
C (0.19542, 0.96033, -1.91301)  -0.6216
C (-0.34092, 1.28722, -0.52715)  -0.2200
N (-0.69741, 0.11297, 0.24735)  -0.6226
C (0.25462, -0.64055, 0.94652)  0.2766
O (1.16026, -0.08404, 1.67948)  -0.5561
C (-0.13491, -1.63834, 1.90334)  -0.2087
H (0.44179, 1.87422, -2.46079)  0.2125
H (-0.54636, 0.40109, -2.49555)  0.1986
H (1.09996, 0.34788, -1.83328)  0.2104
H (0.39663, 1.84176, 0.06093)  0.2167
H (-1.23250, 1.92749, -0.59903)  0.1966
H (-1.48956, -0.41817, -0.08525)  0.3786
H (-0.34392, -2.66396, 1.66637)  0.1895
H (-0.42392, -1.30388, 2.88884)  0.2035
H (0.91166, -1.75339, 0.54885)  0.1461

Atoms 1-6, force components in eV/Å:
C 0.1 0.0 -0.1
C 0.1 0.0 0.0
N 0.2 -0.4 -0.2
C -0.1 -0.3 0.2
O 0.0 0.1 -0.1
C -1.1 -0.4 0.1